{
  "formula": "C12H18F9N3O15Pt",
  "method": "ωB97M-V/def2-TZVPD",
  "symbols": ["Pt", "N", "O", "O", "O", "N", "O", "O", "O", "N", "O", "O", "O", "C", "O", "O", "C", "F", "F", "F", "C", "C", "H", "H", "H", "H", "H", "H", "C", "O", "O", "C", "F", "F", "F", "C", "C", "H", "H", "H", "H", "H", "H", "C", "O", "O", "C", "F", "F", "F", "C", "C", "H", "H", "H", "H", "H", "H"],
  "coordinates": [[-0.422606, 1.754303, 1.049665], [-0.250608, 7.406272, -1.664690], [0.824336, 7.729383, -2.106989], [-1.235921, 8.130559, -1.711070], [-0.413560, 6.247432, -1.165422], [-0.834255, 3.304999, 6.522825], [-1.877037, 2.990563, 7.137601], [-0.789580, 3.433846, 5.340762], [0.173950, 3.275361, 7.163233], [-6.299915, 2.316084, 0.931536], [-5.083753, 2.182197, 1.068790], [-6.741577, 2.917186, -0.016107], [-7.042569, 1.975377, 1.786432], [6.305738, 4.001395, 1.555642], [7.255143, 3.082493, 2.110497], [5.167748, 3.080899, 1.408774], [6.264988, 5.338398, 2.396941], [7.228960, 5.390251, 3.354846], [6.590003, 6.485256, 1.635381], [5.106610, 5.452673, 3.059426], [8.618869, 3.018262, 1.758890], [8.847818, 2.319774, 0.494479], [8.939681, 1.265080, 0.753846], [7.905392, 2.267888, -0.050739], [9.697218, 2.610533, -0.123638], [9.084387, 2.442164, 2.558576], [9.037017, 4.022188, 1.832301], [6.627406, 4.322018, 0.564763], [-2.069797, -1.534305, -4.861142], [-1.500485, -2.855243, -5.208214], [-1.118999, -0.997790, -3.948606], [-2.468099, -0.773714, -6.139970], [-1.467762, -0.745664, -7.076322], [-3.558825, -1.192797, -6.736318], [-2.578345, 0.562215, -5.928292], [-2.430092, -3.885813, -5.548343], [-1.419583, -4.798749, -6.367645], [-1.420378, -4.385935, -7.376448], [-0.422902, -4.828129, -5.927351], [-1.850162, -5.796991, -6.446367], [-3.255354, -3.650253, -6.220322], [-2.740059, -4.408900, -4.643699], [-3.014906, -1.664177, -4.333879], [-2.110272, -4.029870, 2.958898], [-3.504477, -3.892573, 2.627354], [-1.532849, -2.768594, 2.797471], [-1.831968, -4.849889, 4.207972], [-2.423244, -6.008815, 4.268485], [-0.548652, -5.231398, 4.409856], [-2.136206, -4.132284, 5.307008], [-4.282859, -4.890605, 1.944204], [-5.501129, -4.212499, 1.252564], [-5.243882, -3.582652, 0.400972], [-6.269369, -4.953950, 1.033093], [-5.822981, -3.437514, 1.948194], [-4.717757, -5.669786, 2.570176], [-3.759847, -5.405476, 1.138302], [-1.682645, -4.740686, 2.251823]],
  "forces_ev_per_a": [[-0.05, -0.02, 0.02], [-1.98, -3.50, 1.44], [2.60, 1.23, -1.05], [-1.07, 1.90, -0.31], [0.63, 0.68, -0.22], [-1.94, -2.38, 1.31], [-1.90, 0.46, 0.06], [-0.62, 1.12, -3.69], [4.59, 0.80, 2.68], [2.95, 1.41, -0.50], [1.52, -0.69, -0.10], [-1.27, 1.57, -3.60], [-3.57, -2.38, 4.20], [0.84, -2.08, -0.85], [-1.66, 0.30, 0.77], [1.78, 2.49, 0.73], [-0.08, 0.68, 1.27], [-0.12, -0.59, -0.44], [-1.33, -2.03, 0.62], [0.61, 0.53, -1.10], [0.18, 1.58, 1.26], [-0.50, -1.83, -1.24], [0.46, -0.21, -0.21], [0.15, 0.59, -0.55], [-0.19, 0.21, 0.10], [-0.16, 0.19, 0.27], [0.19, 0.19, -0.28], [-0.17, -0.01, -0.34], [3.50, 0.54, 4.24], [-2.16, 0.70, -0.85], [-2.86, -0.57, -3.51], [3.62, 2.19, 0.44], [0.02, -1.18, -0.53], [-1.38, -0.62, -0.64], [-1.18, -0.25, 0.66], [3.46, -0.80, -0.63], [-2.00, 0.02, 0.14], [0.48, 0.04, -0.01], [-0.25, 0.15, 0.03], [0.17, -0.45, -0.05], [-0.18, 0.40, 0.26], [-0.47, 0.03, 0.12], [-0.72, -0.46, 0.08], [-0.95, 0.95, -2.54], [-0.03, -0.67, 0.72], [-0.27, -2.56, 1.04], [1.29, 1.72, 2.68], [-2.22, -1.18, -0.58], [0.89, 0.94, -0.94], [-0.49, -0.13, 0.06], [-0.61, 0.34, -1.10], [1.09, 0.95, 1.02], [0.24, -0.56, -0.35], [-0.01, 0.20, -0.03], [-0.65, -0.30, 0.27], [0.41, 0.07, 0.68], [0.80, 0.01, 0.14], [0.55, 0.26, -1.06]],
  "e_tot_ev": -75595.621,
  "max_force_ev_per_a": 6.00,
  "e_lumo_ev": [5.5495, 3.6846],
  "gap_ha": [0.1481, 0.0796],
  "s2": 2.01,
  "charge": -4,
  "multiplicity": 3,
  "e_homo_ev": [1.52, 1.52]
}

{
  "formula": "C12H18N2O3",
  "method": "ωB97M-V/def2-TZVPD",
  "symbols": ["C", "C", "C", "C", "C", "N", "C", "C", "C", "C", "C", "C", "O", "N", "O", "C", "O", "H", "H", "H", "H", "H", "H", "H", "H", "H", "H", "H", "H", "H", "H", "H", "H", "H", "H"],
  "coordinates": [[3.053704, -0.705632, 1.281850], [3.060854, -1.131069, -0.189451], [4.530441, -1.469002, -0.629245], [2.616628, 0.044437, -1.049974], [1.364362, 0.663133, -0.982907], [0.353131, 0.135476, -0.164098], [-0.765045, 0.801127, -0.134717], [-1.850476, 0.262617, 0.776253], [-1.464585, 0.417091, 2.268333], [-1.267848, 1.924238, 2.673209], [-2.520935, -0.202922, 3.214723], [-0.952253, 2.105335, -0.831799], [-2.020477, 2.692258, -0.690903], [0.016200, 2.683432, -1.644410], [-0.166033, 3.997279, -2.145719], [1.176550, 1.918623, -1.819151], [2.091075, 2.371222, -2.472148], [3.475269, -1.524795, 1.879673], [3.641971, 0.197272, 1.476837], [2.059623, -0.481845, 1.705718], [2.377446, -1.992962, -0.313019], [4.613577, -1.600677, -1.742404], [4.884941, -2.400221, -0.162246], [5.216550, -0.646225, -0.351398], [3.313607, 0.498513, -1.747977], [-1.946586, -0.799729, 0.499019], [-2.791326, 0.770472, 0.527885], [-0.537597, -0.120192, 2.440595], [-0.286708, 2.313170, 2.352345], [-2.040025, 2.525594, 2.267915], [-1.351042, 1.999107, 3.779162], [-2.549192, -1.262179, 3.049400], [-3.522738, 0.212156, 3.039412], [-2.229044, -0.004121, 4.247585], [-1.062823, 4.330216, -1.887155]],
  "forces_ev_per_a": [[-0.22, -0.18, 0.86], [0.68, 0.79, -0.65], [-0.40, -0.27, -0.50], [-2.79, 0.94, 0.33], [1.63, -1.13, -0.29], [-0.95, 1.25, -0.64], [2.00, -1.35, 0.58], [0.04, 0.16, -0.45], [-0.75, 1.05, 0.46], [0.88, -1.46, 0.64], [0.32, 0.67, -0.63], [-1.98, 1.75, -0.51], [0.48, 0.05, 0.03], [-1.12, -1.45, 1.43], [0.53, -1.07, 0.11], [1.85, 1.76, -0.32], [-0.28, -0.36, -0.26], [0.01, 0.21, -0.03], [0.17, -0.18, -0.28], [0.22, -0.27, -0.53], [0.35, 0.40, -0.09], [-0.19, 0.08, 0.99], [-0.10, 0.34, -0.06], [-0.39, -0.36, -0.04], [0.03, -0.04, 0.15], [-0.05, 0.27, 0.29], [0.17, -0.12, 0.33], [0.27, -0.04, -0.10], [-0.38, -0.08, 0.11], [-0.79, 0.65, -0.55], [0.31, 0.04, -0.66], [-0.21, -0.68, 0.04], [0.23, -0.04, 0.05], [-0.11, -0.11, -0.04], [0.57, -1.24, 0.23]],
  "e_tot_ev": -21856.683,
  "smiles": "CC(C)/C=C1\\N=C(CC(C)C)C(=O)N(O)C1=O",
  "max_force_ev_per_a": 2.96,
  "e_lumo_ev": -0.8957,
  "gap_ha": 0.3089,
  "charge": 0,
  "e_homo_ev": -9.30
}

{
  "formula": "C12H18N6",
  "method": "ωB97M-V/def2-TZVPD",
  "symbols": ["C", "C", "N", "H", "H", "H", "C", "C", "N", "H", "H", "H", "C", "C", "N", "H", "H", "H", "C", "C", "N", "H", "H", "H", "C", "C", "N", "H", "H", "H", "C", "C", "N", "H", "H", "H"],
  "coordinates": [[3.762294, -1.377944, 5.144769], [2.677829, -1.118724, 4.191823], [1.854592, -0.901409, 3.425466], [3.821560, -2.415006, 5.462327], [3.546788, -0.800756, 6.046187], [4.702740, -1.042169, 4.718722], [0.281861, 2.119895, 3.838816], [1.174549, 3.073562, 4.499540], [1.868859, 3.825340, 5.020491], [-0.463712, 1.781637, 4.553415], [0.778856, 1.300796, 3.328928], [-0.253453, 2.631020, 3.032863], [1.732696, 2.050855, -3.582841], [2.379946, 0.794760, -3.246959], [2.904471, -0.203098, -3.058724], [1.809632, 2.746181, -2.746069], [0.700213, 1.989009, -3.897569], [2.360045, 2.520121, -4.347145], [-4.538912, -3.041017, -2.452429], [-3.436449, -2.382788, -1.746937], [-2.582440, -1.886632, -1.163369], [-4.973954, -2.363216, -3.185483], [-5.304041, -3.250630, -1.707814], [-4.135144, -3.910079, -2.964570], [-1.666390, 0.445930, -3.408415], [-3.129477, 0.375653, -3.334635], [-4.269378, 0.323819, -3.235143], [-1.198388, -0.473537, -3.074215], [-1.416037, 1.177580, -2.629405], [-1.307608, 0.877971, -4.335789], [0.356134, -0.921263, 0.378804], [0.453079, 0.373397, -0.275574], [0.538994, 1.394968, -0.787438], [0.174677, -0.790118, 1.440695], [1.270786, -1.483971, 0.204307], [-0.475205, -1.440120, -0.106643]],
  "forces_ev_per_a": [[-0.44, 0.43, 0.28], [0.45, -0.37, 0.18], [-0.16, 0.03, -0.05], [-0.06, -0.13, -0.34], [0.15, 0.09, -0.07], [0.08, -0.06, 0.01], [-0.46, 0.62, -0.48], [0.13, -0.29, -0.21], [-0.07, -0.08, -0.01], [0.07, -0.27, 0.00], [0.33, -0.15, 0.48], [-0.02, 0.19, 0.20], [1.07, 1.00, 0.11], [-0.65, 0.22, -0.22], [0.28, -0.52, 0.21], [-0.26, -0.28, 0.19], [-0.02, -0.29, -0.04], [-0.34, -0.13, -0.28], [0.29, 0.58, 0.16], [-0.13, 0.01, -0.07], [0.06, -0.07, -0.05], [0.14, 0.11, 0.01], [-0.02, -0.44, -0.15], [-0.30, -0.24, 0.15], [-0.47, 1.02, 1.17], [0.57, -0.25, -0.37], [-0.32, -0.02, -0.07], [-0.01, -0.22, -0.44], [0.22, -0.07, -0.06], [-0.06, -0.45, -0.28], [-0.28, -0.06, -0.54], [0.21, -0.08, 0.26], [-0.11, 0.31, -0.13], [0.06, -0.11, 0.04], [0.06, 0.04, 0.14], [0.02, -0.09, 0.28]],
  "e_tot_ev": -21674.726,
  "smiles": "CC#N.CC#N.CC#N.CC#N.CC#N.CC#N",
  "max_force_ev_per_a": 1.62,
  "e_lumo_ev": 0.5740,
  "gap_ha": 0.4397,
  "charge": 0,
  "e_homo_ev": -11.39
}